Entry 1:
17
Properties=species:S:1:pos:R:3:forces:R:3:lowdin_charge:R:1 method="wB97M-V/def2-TZVPD" homo_energy_ev=-7.734 max_force_ev_per_a=0.25 lumo_energy_ev=-0.053 orbital_gap_ev=7.681 total_energy_ev=-8428.0655
H -1.554495 0.973599 0.761827 0.1 0.0 0.0 0.12
H -2.009106 -1.000360 1.009429 0.1 0.0 0.0 0.12
H 3.137025 -0.758220 1.158256 -0.2 0.1 0.0 -0.01
H -0.288428 -0.913865 -1.622915 -0.1 0.1 0.0 0.07
H 1.188480 -2.147125 1.519753 0.0 0.0 0.0 0.10
H -0.256858 0.351298 -2.846201 -0.1 0.0 0.1 0.07
H -0.414574 2.112688 -1.068075 0.1 -0.1 0.1 0.11
C -0.153242 -0.601635 1.051389 0.0 0.1 -0.1 -0.33
C -0.618050 0.109471 -1.842518 0.0 -0.1 -0.1 -0.11
H -1.714827 0.119578 -1.879267 0.1 0.0 0.0 0.07
C 1.124472 -1.088742 1.253501 0.1 0.1 0.0 -0.21
C -0.475443 0.803337 0.631474 -0.1 0.0 0.1 -0.15
C 2.186173 -0.198346 1.056294 0.0 -0.2 0.1 0.06
C -0.071549 1.100574 -0.822951 0.1 0.1 -0.1 -0.25
O -1.169617 -1.447130 1.191221 0.0 0.1 0.0 0.11
H 1.021199 1.099824 -0.841238 -0.1 0.0 0.0 0.09
H 0.068841 1.485054 1.290021 -0.1 -0.1 -0.1 0.12

Entry 2:
11
Properties=species:S:1:pos:R:3:forces:R:3:lowdin_charge:R:1 method="wB97M-V/def2-TZVPD" homo_energy_ev=-9.334 max_force_ev_per_a=5.77 lumo_energy_ev=-0.032 smiles="Nc1no/c(=N/O)o1" orbital_gap_ev=9.302 total_energy_ev=-12729.8811
N -0.535358 -0.057265 1.728617 2.0 -0.7 -1.6 0.21
H -2.797888 -1.481924 0.567379 3.4 3.6 -3.0 0.25
O 0.176259 -0.096022 -0.461199 0.4 0.5 1.5 0.06
O 2.260297 1.027650 -1.436187 -1.8 -0.5 -3.6 -0.02
O 1.099023 0.029361 1.649236 -3.1 0.8 -1.9 0.01
C 1.282201 0.405869 0.324822 -2.2 -2.3 3.3 -0.40
H 1.356243 0.610473 -1.653705 2.0 1.0 -0.9 0.12
H -2.255620 -0.360506 -0.983389 -0.5 -0.2 -0.2 0.07
N 2.283397 0.957126 -0.124124 0.9 0.5 2.1 0.05
C -0.827130 -0.283514 0.476445 -0.8 -0.6 -0.1 -0.46
N -2.041425 -0.751249 -0.087894 -0.3 -2.0 4.3 0.10

Entry 3:
17
Properties=species:S:1:pos:R:3:forces:R:3:lowdin_charge:R:1 method="wB97M-V/def2-TZVPD" homo_energy_ev=-13.186 max_force_ev_per_a=4.15 lumo_energy_ev=-4.899 charge=+1 orbital_gap_ev=8.287 total_energy_ev=-21993.8210
N 0.119695 -1.133589 0.272564 0.7 -0.2 -1.6 0.21
H -0.673721 0.637461 2.399561 0.0 1.9 1.5 0.07
C -0.618351 -0.127618 0.497111 -0.9 0.4 1.6 -0.38
I 3.651418 -1.295050 -0.094320 0.3 0.0 0.1 0.41
H 0.468359 -1.083185 -0.673642 0.9 -1.1 0.0 0.09
I 0.838645 2.308522 0.053312 -0.5 -0.2 0.2 0.94
H -0.562982 -0.476578 -2.097659 0.0 -1.0 -0.7 0.06
H -1.394974 1.000852 -2.724676 1.8 -0.8 1.4 0.15
H -2.329834 -0.140500 1.781949 0.5 1.5 0.4 0.13
H 4.974098 -0.698283 0.623837 -0.3 -0.1 -0.1 -0.30
H -1.626366 1.433078 -0.287194 -2.5 1.7 0.1 0.05
C -0.794776 0.924895 -0.572659 2.9 -0.9 0.9 -0.57
H 0.382968 0.967734 -2.347776 1.4 0.4 -0.7 0.02
H -1.118194 -1.002755 2.349306 1.1 -2.4 1.2 0.06
H 0.444834 -1.814787 0.948910 -0.1 0.0 -0.1 0.15
C -0.534548 0.585253 -2.035194 -3.5 0.6 -0.2 -0.12
C -1.226264 -0.085458 1.906566 -1.6 -0.1 -3.8 0.03

Entry 4:
19
Properties=species:S:1:pos:R:3:forces:R:3:lowdin_charge:R:1 method="wB97M-V/def2-TZVPD" homo_energy_ev="-14.543 / -13.922" max_force_ev_per_a=2.32 lumo_energy_ev="-5.699 / -11.223" charge=+1 orbital_gap_ev="8.844 / 2.699" total_energy_ev=-13504.7227 multiplicity=2
O -2.580285 2.013637 0.826842 0.0 0.9 -1.0 -0.03
O -0.584435 0.966425 2.598788 0.7 0.6 0.0 -0.04
H -1.170138 0.023630 -1.380918 0.1 -0.6 0.1 0.02
H -2.644905 2.789304 0.227970 -0.1 0.0 1.0 0.08
O -1.423954 0.844730 -1.787560 -0.5 0.5 0.3 -0.03
C 2.868746 -1.662625 -0.109687 1.4 -1.3 -1.3 0.06
H 2.200900 -2.486049 0.221721 -0.4 0.4 0.6 0.15
O -1.004692 -1.860227 2.761907 0.1 -0.9 -0.7 0.12
H -0.774581 -0.967241 2.493919 0.1 1.3 0.2 0.01
H -1.235319 -2.284324 1.913025 -0.2 -0.1 0.5 0.09
H 3.892501 -1.596589 0.352015 -0.6 0.4 0.4 0.17
H -0.589224 1.197890 -2.106720 0.2 0.0 -0.3 0.02
H -2.461253 1.385933 0.106839 0.2 -0.8 0.0 0.01
H 1.425452 -0.536340 -2.909300 0.1 -0.3 0.7 0.00
H 0.248767 1.411262 2.845118 -0.4 -0.4 0.0 0.08
O 0.973600 0.275758 -3.136979 0.6 -0.4 -1.6 -0.05
H 1.141460 0.216861 -4.108547 -0.6 0.7 0.8 0.09
H -1.175636 1.714326 2.389562 -0.2 -0.5 -0.3 0.04
O 2.707544 -1.199462 -1.194539 -0.4 0.4 0.5 0.20

Entry 5:
14
Properties=species:S:1:pos:R:3:forces:R:3:lowdin_charge:R:1 method="wB97M-V/def2-TZVPD" homo_energy_ev=-8.954 max_force_ev_per_a=3.60 lumo_energy_ev=1.004 smiles="C=CC(S)C=C" orbital_gap_ev=9.958 total_energy_ev=-16148.1688
C 0.701593 -0.957316 -0.343267 2.3 -1.7 -0.6 -0.27
C -1.505915 0.006080 0.447103 0.8 0.5 -0.1 -0.23
C -2.142275 -0.830700 -0.320169 -2.1 -1.0 -1.0 0.00
H 1.581749 -1.889747 1.213807 0.7 -0.1 0.3 0.06
S 0.620532 1.667690 -0.103958 -0.2 0.4 0.1 0.77
C -0.014297 0.062163 0.473090 -0.1 -0.2 -0.6 -0.69
H 0.661598 -0.925936 -1.426262 -0.5 0.5 -0.1 0.10
H 0.299268 -0.027903 1.483417 0.5 0.0 1.0 0.09
H -2.032909 0.721922 1.041723 -0.2 0.3 0.4 0.10
H 2.297661 -2.458984 -0.363154 0.5 -0.6 -1.0 0.04
H -1.628437 -1.538127 -0.965222 -0.1 0.0 0.1 0.06
H 0.083830 1.478412 -1.310952 0.0 0.2 -0.2 -0.12
C 1.638538 -1.812244 0.135359 -2.8 1.8 1.4 0.03
H -3.257128 -0.850569 -0.362716 1.0 0.0 0.1 0.08

Entry 6:
8
Properties=species:S:1:pos:R:3:forces:R:3:lowdin_charge:R:1 method="wB97M-V/def2-TZVPD" homo_energy_ev=-4.364 max_force_ev_per_a=4.71 lumo_energy_ev=4.513 charge=-1 orbital_gap_ev=8.877 total_energy_ev=-13228.0126
O 0.710336 0.795820 -0.704586 4.6 -1.0 -0.3 0.00
O -1.159028 0.912116 -0.196201 -1.9 -0.6 1.6 -0.09
O -0.676035 -1.145871 0.360076 0.8 -1.0 0.8 -0.06
N -1.419747 -0.328777 -0.165358 -2.3 2.8 -1.3 -0.59
H 1.274983 -0.720572 0.440222 -0.1 1.2 -1.5 0.17
O 2.269186 0.854513 0.895998 -0.5 -0.1 -1.2 -0.09
N 1.491407 0.276686 0.079755 -0.6 0.0 1.9 -0.28
O -2.491105 -0.643913 -0.709906 0.0 -1.2 0.0 -0.06

Computed values of relative energy (zero: lowest compared OMol25 entry of this formula, charge and spin) (unit: eV) for the preceding records, in sequence: 3.175, 4.077, 0.044, 0.897, 1.469, 1.964.